No. 1
This record from the OMol25 dataset describes C22H24NO4SW as an isolated structure at a distorted geometry. The level of theory is ωB97M-V/def2-TZVPD.

Geometry (Å):
W: 0.3500 0.7298 -0.2490
S: -0.1330 0.5267 4.5532
O: 1.1925 0.7388 5.1521
O: 0.2250 -0.1926 -2.4249
O: -1.1842 1.5398 4.6988
O: 0.1226 -0.8841 1.0607
N: 0.1461 0.3636 2.9234
C: -2.0001 0.8511 -0.7728
C: 2.6671 0.8538 -1.2099
C: -1.2787 -2.0447 5.5397
C: 2.2008 2.1880 -0.9049
C: -1.7988 0.8032 0.6531
C: 0.1638 0.1149 -3.8812
C: -1.0142 -3.0858 2.9149
C: 2.1619 0.9467 1.0687
C: 0.9152 1.3934 -4.1978
C: 0.7777 -1.6019 -2.8000
C: -1.4045 2.0874 -1.2530
C: -1.3048 0.1720 -4.2794
C: 1.9100 2.2543 0.5064
C: -0.5955 -1.7781 3.2389
C: -0.0665 -0.7333 2.3120
C: -1.0539 1.9873 1.0492
C: 2.6449 0.0781 0.0047
C: -1.5643 -3.8805 3.9443
C: -1.6988 -3.3713 5.2484
C: 0.8576 -1.2162 -4.2587
C: -0.8445 2.7916 -0.1294
C: -0.7259 -1.2470 4.5205
H: 3.0199 0.4861 -2.1900
H: 2.0473 0.6770 2.1206
H: 1.9618 1.3236 -3.8704
H: -2.4928 0.0620 -1.3658
H: -2.1385 -0.0040 1.3120
H: -2.1318 -3.9868 6.0364
H: -1.3870 -1.6374 6.5470
H: -1.7057 1.1900 -4.1475
H: -0.0067 -2.3148 -2.5058
H: 0.8866 1.5534 -5.2859
H: 1.6027 3.1372 1.0801
H: -0.3628 3.7761 -0.1557
H: -0.9060 -3.4481 1.8944
H: -0.7810 2.2367 2.0784
H: 0.2667 -1.8516 -4.9276
H: -1.8903 -4.8848 3.7230
H: -1.4560 2.4632 -2.2848
H: 2.9115 -0.9845 0.1162
H: -1.8974 -0.5332 -3.6737
H: -1.3916 -0.0971 -5.3421
H: 2.1434 3.0241 -1.6179
H: 1.8851 -1.0659 -4.6057
H: 1.7219 -1.7650 -2.2542
H: 0.4333 2.2588 -3.7088

The HOMO-LUMO gap (alpha / beta) comes out at 2.764 / 5.424 eV. As for the electronic energy: -1673.5567 hartree. As for the HOMO energy (alpha / beta): -0.0202 / -0.1185 Ha. Its net charge is -1. As for the expectation value of S²: 2.019. Its multiplicity is 3.

No. 2
This record from the OMol25 dataset describes AgF2K5NO8PS2 as an isolated structure at a distorted geometry. The level of theory is ωB97M-V/def2-TZVPD.

Geometry (Å):
Ag: 1.5884 -0.1676 1.2361
K: -3.2921 3.4513 1.6637
K: -4.1732 0.1709 -0.0197
K: -1.1075 2.6149 -1.9228
K: -1.4467 0.0605 4.5955
K: 0.1237 4.2653 1.5411
S: 2.2540 -2.4499 -1.3232
S: 0.2611 -1.2185 -1.9221
P: -0.6461 1.2734 1.4537
F: 3.6269 -2.2640 -0.4353
F: -0.9674 -1.1103 -0.9603
O: 0.1209 0.0896 -2.5231
O: 2.8843 -2.3009 -2.6583
O: -0.3720 -0.1169 2.0138
O: 0.7366 1.7077 0.8410
O: 1.8348 -3.8412 -1.0691
O: -1.1401 2.1963 2.5751
O: -0.0499 -2.3771 -2.7275
O: -1.7020 1.3100 0.3427
N: 1.4661 -1.2933 -0.7015

The HOMO-LUMO gap (alpha / beta) comes out at 3.781 / 4.744 eV. As for the electronic energy: -5140.4089 hartree. As for the HOMO energy (alpha / beta): -0.3700 / -0.5206 Ha. Its net charge is +2. As for the expectation value of S²: 2.007. Its multiplicity is 3.

No. 3
This record from the OMol25 dataset describes C55H42GaN7OS3 as an isolated structure. The level of theory is ωB97M-V/def2-TZVPD.

Geometry (Å):
Ga: -0.4500 -2.5305 -0.1573
S: 1.3219 1.7380 0.5800
S: -1.2230 0.6820 0.0987
S: 2.5850 0.0759 -1.2192
O: 2.4857 -2.5720 -0.1891
N: 0.0093 1.7362 -0.2238
N: -1.3194 -2.7674 -2.0705
N: 2.4237 0.6825 0.2563
N: -2.0305 -3.5252 0.3220
N: 0.0805 -3.2103 1.8323
N: -1.0225 -0.7378 0.2936
N: 1.5518 -0.9794 -1.5654
C: -0.8775 -2.3631 -3.2438
C: -1.1438 -3.5978 3.8853
C: 3.8488 4.8199 0.6186
C: 1.1008 1.5615 2.3156
C: 1.9960 3.3483 0.3196
C: -3.1366 3.3058 2.5077
C: 1.2920 4.3098 -0.3835
C: -3.5255 -3.7730 3.7482
C: -2.9087 2.3323 -3.2184
C: -3.4733 -3.6973 2.3391
C: 1.3657 0.3541 2.9387
C: 1.2125 -3.2159 2.5033
C: 0.5603 2.6540 2.9861
C: -2.4376 2.7790 1.4366
C: -3.2247 0.1145 -1.5609
C: -1.5887 -2.5866 -4.4297
C: 1.8888 5.5452 -0.5909
C: 1.2185 1.4506 -3.1376
C: 4.2923 -0.3720 -1.2338
C: -2.4998 -3.4387 -1.9884
C: -2.2692 -3.5849 1.6767
C: -2.0537 2.1595 -2.1392
C: -3.4770 2.4923 3.5841
C: 6.4967 -0.3999 -0.3395
C: 3.1581 5.7973 -0.0928
C: -2.2267 1.0533 -1.3180
C: 3.2702 3.3208 -3.4632
C: 3.2711 3.5812 0.8280
C: 5.1690 -0.0164 -0.2221
C: 6.9207 -1.1190 -1.4480
C: 3.4397 2.2714 -2.5767
C: -1.0899 -3.4587 2.4869
C: 0.5408 1.3208 4.9809
C: -2.4009 -3.7548 4.5178
C: -2.4336 0.6055 2.5169
C: -4.4582 -4.4797 -2.9941
C: 6.0222 -1.4704 -2.4503
C: -2.7737 -3.2678 -4.3707
C: -3.1296 1.1491 3.5892
C: -4.0715 0.3016 -2.6413
C: 4.6944 -1.1002 -2.3465
C: -3.2654 -3.7304 -3.1323
C: 1.0773 0.2433 4.2912
C: 1.4762 -2.1270 -0.6855
C: -2.9035 -3.8736 -0.6841
C: 2.0863 3.4358 -4.1838
C: -4.8122 -4.9273 -1.7567
C: 0.2805 2.5251 4.3322
C: 2.4078 1.3505 -2.4306
C: 0.0874 -3.6007 4.5756
C: 1.2590 -3.4413 3.8891
C: -3.9151 1.4088 -3.4651
C: -2.0889 1.4349 1.4614
C: 1.0667 2.5065 -4.0229
C: -4.0458 -4.6399 -0.6057
H: 6.3564 -2.0409 -3.3056
H: 0.0749 -1.8470 -3.2488
H: 0.4359 0.7196 -2.9889
H: 7.1997 -0.1419 0.4407
H: -3.4300 4.3471 2.5016
H: -4.3565 -5.0672 0.3344
H: 4.8348 5.0271 1.0113
H: -1.1851 -2.2364 -5.3689
H: 4.0646 4.0419 -3.6000
H: 1.7818 -0.4736 2.3795
H: 4.3631 2.1639 -2.0206
H: 1.3596 6.3104 -1.1424
H: -3.3221 -0.7543 -0.9218
H: 0.3704 3.5864 2.4694
H: -4.4007 -3.7230 1.7886
H: -4.5791 1.5502 -4.3075
H: -0.1369 3.3613 4.8762
H: 7.9574 -1.4161 -1.5307
H: 3.9800 -1.3853 -3.1092
H: -2.4506 -3.8623 5.5932
H: 4.8207 0.5302 0.6419
H: 1.9636 4.2506 -4.8852
H: -5.0526 -4.7073 -3.8687
H: 3.7972 2.8114 1.3778
H: -4.4947 -3.8738 4.2194
H: 2.2171 -3.4764 4.3887
H: -1.2533 2.8609 -1.9547
H: -4.8541 -0.4185 -2.8402
H: 0.3057 4.0917 -0.7665
H: -5.7035 -5.5294 -1.6385
H: -2.1744 -0.4474 2.4854
H: -4.0315 2.9094 4.4145
H: 1.2756 -0.6875 4.8038
H: -2.1760 3.4033 0.5901
H: -3.4071 0.5146 4.4207
H: 3.6143 6.7651 -0.2534
H: 2.1121 -3.0356 1.9307
H: -2.7862 3.1885 -3.8683
H: 0.0883 -3.7472 5.6495
H: 0.3262 1.2267 6.0372
H: -3.3381 -3.4752 -5.2720
H: 0.1517 2.5976 -4.5933

The HOMO-LUMO gap comes out at 6.562 eV. As for the electronic energy: -5698.3937 hartree. The value obtained for the energy above the lowest of the compared OMol25 structures with the same formula, charge and spin is 0.00 kcal per mole. As for the HOMO energy: -0.4160 Ha. Its net charge is +2.

No. 4
This record from the OMol25 dataset describes a 2-piece molecular cluster, C5H14 overall at a distorted geometry. The level of theory is ωB97M-V/def2-TZVPD.

Geometry (Å):
C: 2.0527 1.6900 0.1949
C: 1.8894 0.2670 -0.2990
C: -2.2238 -1.2972 -0.0950
C: -1.7693 -0.8741 1.3408
C: 0.6040 0.2472 -1.1247
H: -2.0131 0.0656 1.3645
H: -2.2630 -1.4838 2.0779
H: -0.1824 0.3778 -0.3173
H: -3.3133 -1.3888 0.0101
H: -1.8401 -2.2252 -0.6455
H: 1.0552 2.0549 -0.0469
H: 2.1255 1.8070 1.1973
H: 2.0174 -0.4805 0.6272
H: 2.8018 0.0792 -1.0626
H: -1.9638 -0.3268 -0.6804
H: 0.3508 1.0227 -1.8599
H: 0.5194 -0.5655 -1.7866
H: -0.6467 -1.1534 1.4765
H: 2.7992 2.1839 -0.3712

The HOMO-LUMO gap comes out at 11.808 eV. As for the electronic energy: -198.8052 hartree. The value obtained for the energy above the lowest of the compared OMol25 structures with the same formula, charge and spin is 52.68 kcal per mole. As for the HOMO energy: -0.3912 Ha. Its net charge is 0. As for the structure (SMILES): CCC.CC.

No. 5
This record from the OMol25 dataset describes C27H56O3PPdSSb2Si as an isolated structure. The level of theory is ωB97M-V/def2-TZVPD.

Geometry (Å):
Sb: 0.0611 -0.3580 2.8496
Sb: -1.5446 -2.2356 -0.0464
Pd: 0.4686 -0.4484 0.0472
S: -0.8360 1.5299 -0.2016
P: 2.8480 -0.0521 0.2591
Si: -0.8825 1.1991 -2.3898
O: -0.3003 2.4453 -3.1669
O: -2.3558 0.7084 -2.7471
O: 0.0957 -0.1282 -2.3386
C: -3.1289 1.8411 -4.7742
C: 1.3986 3.8592 -2.1775
C: 0.7348 -0.8516 -3.4625
C: 0.1726 3.8190 -3.0812
C: -2.1834 -2.1203 3.8578
C: -0.8106 -4.2543 -0.1353
C: -4.4897 0.0931 -3.6137
C: -2.5708 -3.0684 2.8276
C: -3.0873 -2.6270 1.5411
C: 3.2371 1.0980 1.6194
C: 0.5390 4.2294 -4.4996
C: 1.0021 -2.2747 3.1662
C: -2.1914 -4.8793 4.3799
C: -0.3365 -1.4569 -4.3581
C: 3.7752 -1.5638 0.6929
C: -0.9458 4.6843 -2.5204
C: -2.0498 -0.7048 3.5667
C: -3.0406 -2.2526 -1.5745
C: -1.8778 -2.6002 5.1410
C: -2.5152 -4.4401 3.1203
C: 1.6042 0.1126 -4.2575
C: -3.5314 1.2641 -3.4265
C: 1.5750 -1.9505 -2.8237
C: -4.1430 2.3242 -2.5228
C: -1.8880 -3.9460 5.4094
C: 3.8059 0.6546 -1.1132
C: 0.6531 0.6308 4.6705
H: 1.1740 3.4027 -1.2068
H: -2.6844 1.0735 -5.4111
H: -1.6605 -4.3005 6.4064
H: -3.7173 -1.4157 -1.4149
H: -4.8384 -0.2789 -2.6495
H: -1.6439 -1.8930 5.9272
H: 2.0401 -2.5750 -3.5853
H: 3.8814 -0.0382 -1.9493
H: -0.8773 -2.2548 -3.8489
H: -2.5956 -2.1602 -2.5604
H: -2.0923 -0.0751 4.4527
H: -0.0393 1.4484 4.8603
H: -1.6807 -4.9019 -0.2414
H: 0.4133 -2.9168 3.8183
H: -1.8340 4.6234 -3.1494
H: 2.3610 -1.5122 -2.2087
H: -2.6963 -0.3149 2.7859
H: 1.6647 1.0241 4.6041
H: 0.9367 5.2436 -4.5025
H: -0.1569 -4.3899 -0.9937
H: 4.8097 0.8674 -0.7420
H: -2.4090 2.6496 -4.6539
H: -2.1973 -5.9381 4.6043
H: 1.2963 3.5578 -4.9052
H: 1.9640 -2.0910 3.6450
H: 1.7031 4.8914 -2.0111
H: 2.1895 -0.4384 -4.9926
H: -5.0628 2.7041 -2.9646
H: -1.2030 4.3721 -1.5040
H: 2.8066 0.7483 2.5574
H: -4.3808 1.9045 -1.5437
H: 4.8389 -1.3619 0.5570
H: -3.4529 3.1616 -2.3902
H: 3.4965 -2.4034 0.0564
H: -0.2719 -4.5046 0.7771
H: 0.9847 0.8375 -4.7858
H: 4.3196 1.1652 1.7373
H: -3.6715 -1.7100 1.5849
H: -4.0074 2.2363 -5.2815
H: 3.5988 -1.8313 1.7337
H: 2.2256 3.3305 -2.6526
H: 1.1631 -2.7686 2.2090
H: 2.2871 0.6538 -3.6014
H: -3.6564 -3.4090 1.0407
H: 0.1321 -1.8844 -5.2439
H: 0.9371 -2.5895 -2.2064
H: -2.8031 -5.1549 2.3598
H: 0.5948 -0.1111 5.4660
H: 3.3484 1.5836 -1.4463
H: -0.6261 5.7249 -2.4899
H: -3.5805 -3.1957 -1.5001
H: -0.3376 4.2001 -5.1466
H: -3.9985 -0.7150 -4.1575
H: -1.0456 -0.6949 -4.6815
H: -5.3544 0.4205 -4.1889
H: 2.8455 2.0912 1.3978

The HOMO-LUMO gap (alpha / beta) comes out at 8.034 / 5.512 eV. As for the electronic energy: -2924.6793 hartree. As for the HOMO energy (alpha / beta): -0.5985 / -0.6365 Ha. Its net charge is +3. As for the expectation value of S²: 6.033. Its multiplicity is 5.

> Among the records above, which one has the lowest net charge?

C22H24NO4SW

> Which of these has the highest electronic energy?

C5H14

> Which of these has the highest electronic energy?

C5H14